Entry 1:
{"formula": "C19H39IrN4O9P2Si2", "method": "the ωB97M-V functional and the def2-TZVPD basis", "total_charge": -2, "mol_weight_g_mol": 777.9, "total_energy_ev": -81909.3053, "homo_ev": -0.72, "homo_lumo_gap_ev": 5.07, "e_lumo_ev": 4.3, "symbols": ["Ir", "O", "P", "O", "O", "O", "P", "O", "O", "O", "H", "H", "C", "Si", "C", "C", "N", "C", "C", "C", "C", "C", "C", "N", "Si", "C", "C", "C", "H", "H", "H", "H", "H", "H", "H", "H", "H", "H", "H", "H", "H", "H", "H", "H", "H", "H", "H", "H", "H", "H", "O", "C", "O", "H", "C", "C", "N", "C", "C", "C", "C", "N", "H", "H", "H", "H", "H", "H", "H", "H", "H", "H", "H", "H", "H", "H"], "positions_angstrom": [[-0.767, -0.130, -0.020], [-3.666, 2.435, 1.713], [-2.132, 2.751, 1.297], [-1.628, 3.841, 2.147], [-1.372, 1.451, 1.237], [-2.331, 3.306, -0.232], [-2.891, 2.483, -1.507], [-4.469, 2.279, -1.102], [-2.792, 3.351, -2.702], [-2.297, 1.110, -1.492], [-4.130, 1.973, 1.000], [-4.939, 3.087, -1.334], [3.444, 0.830, 0.095], [1.944, 1.116, 1.208], [1.288, 2.786, 0.671], [2.737, 1.468, 2.891], [0.824, -0.213, 1.225], [0.580, -1.035, 2.322], [1.537, -1.444, 3.245], [1.206, -2.236, 4.346], [-0.098, -2.661, 4.512], [-1.059, -2.318, 3.562], [-0.746, -1.526, 2.456], [-1.617, -1.232, 1.426], [-3.281, -1.668, 1.412], [-3.480, -3.553, 1.456], [-4.119, -1.107, -0.158], [-4.254, -0.952, 2.861], [4.096, 1.709, 0.139], [3.154, 0.675, -0.945], [4.023, -0.040, 0.421], [2.132, 3.483, 0.607], [0.569, 3.186, 1.386], [0.804, 2.758, -0.306], [3.224, 2.446, 2.806], [3.504, 0.741, 3.159], [2.010, 1.517, 3.702], [2.568, -1.160, 3.095], [1.977, -2.525, 5.053], [-0.376, -3.277, 5.361], [-2.069, -2.689, 3.679], [-2.775, -4.003, 0.753], [-4.493, -3.849, 1.163], [-3.276, -3.977, 2.442], [-3.752, -1.670, -1.020], [-3.940, -0.058, -0.381], [-5.199, -1.262, -0.069], [-3.897, -1.309, 3.829], [-5.317, -1.205, 2.775], [-4.157, 0.136, 2.853], [0.460, -3.334, -0.117], [-0.357, -2.974, -0.943], [-0.851, -1.806, -1.156], [-0.798, -3.718, -1.646], [2.868, -1.946, -2.176], [1.811, -1.260, -3.027], [2.014, 0.166, -3.259], [3.080, 0.535, -4.171], [4.313, 1.121, -3.485], [1.118, 1.091, -2.788], [1.060, 2.419, -3.518], [0.317, 0.861, -1.820], [2.675, -3.019, -2.164], [2.822, -1.603, -1.146], [3.873, -1.776, -2.574], [0.825, -1.377, -2.580], [1.792, -1.735, -4.017], [2.717, 1.237, -4.925], [3.365, -0.373, -4.706], [4.047, 1.994, -2.888], [5.056, 1.424, -4.227], [4.764, 0.395, -2.809], [0.861, 2.277, -4.582], [1.999, 2.968, -3.419], [0.261, 3.026, -3.099], [-0.390, 1.590, -1.790]]}

Entry 2:
{"formula": "C27H39N5OPS4Sb2Sc", "method": "the ωB97M-V functional and the def2-TZVPD basis", "total_charge": 0, "relative_energy_ev": 0.0000, "mol_weight_g_mol": 897.4, "total_energy_ev": -124539.1451, "homo_ev": -6.73, "homo_lumo_gap_ev": 6.86, "e_lumo_ev": 0.1, "symbols": ["Sc", "O", "C", "C", "C", "C", "C", "C", "N", "H", "H", "H", "H", "H", "H", "H", "S", "Sb", "S", "S", "S", "C", "P", "C", "C", "C", "C", "C", "C", "C", "C", "C", "C", "C", "C", "H", "H", "H", "H", "H", "H", "H", "H", "H", "H", "H", "H", "H", "C", "C", "C", "C", "N", "C", "N", "N", "N", "H", "H", "H", "H", "H", "H", "H", "H", "H", "H", "C", "Sb", "C", "C", "H", "H", "H", "H", "H", "H", "H", "H", "H"], "positions_angstrom": [[0.427, 0.185, -0.541], [2.379, -0.613, 0.395], [2.878, -0.585, 1.710], [1.915, 0.117, 2.627], [2.144, 0.126, 4.000], [1.275, 0.813, 4.818], [0.204, 1.478, 4.234], [0.050, 1.402, 2.866], [0.879, 0.726, 2.058], [2.848, 0.030, -0.203], [3.841, -0.067, 1.728], [3.050, -1.610, 2.048], [2.999, -0.402, 4.404], [1.426, 0.840, 5.889], [-0.501, 2.048, 4.823], [-0.768, 1.911, 2.379], [0.368, 2.554, -4.779], [-0.820, 2.562, -2.897], [1.099, 2.541, -1.004], [2.437, 1.209, -1.882], [-1.253, 0.169, -2.438], [-0.442, -3.317, -1.766], [0.985, -2.181, -1.901], [2.364, -3.133, -1.180], [2.156, -4.003, -0.113], [3.228, -4.618, 0.521], [4.524, -4.365, 0.099], [4.741, -3.497, -0.964], [3.671, -2.887, -1.598], [1.364, -2.210, -3.677], [1.665, -3.432, -4.285], [1.951, -3.489, -5.637], [1.940, -2.321, -6.395], [1.646, -1.108, -5.795], [1.358, -1.047, -4.436], [-0.782, -3.394, -0.733], [-0.221, -4.314, -2.150], [-1.242, -2.869, -2.355], [1.151, -4.211, 0.235], [3.045, -5.300, 1.342], [5.362, -4.846, 0.588], [5.749, -3.296, -1.305], [3.854, -2.212, -2.427], [1.692, -4.341, -3.694], [2.186, -4.439, -6.101], [2.164, -2.364, -7.453], [1.628, -0.192, -6.371], [1.124, -0.089, -3.994], [-5.926, 0.906, 1.492], [-5.785, -0.593, 1.253], [-5.379, -1.325, 2.527], [-4.839, -0.905, 0.097], [-3.450, -0.540, 0.387], [-2.827, 0.628, 0.278], [-1.580, 0.458, 0.639], [-1.454, -0.850, 0.954], [-2.568, -1.460, 0.789], [-6.688, 1.099, 2.247], [-6.213, 1.440, 0.584], [-4.995, 1.340, 1.865], [-6.755, -0.980, 0.925], [-4.451, -0.917, 2.935], [-5.222, -2.391, 2.354], [-6.148, -1.214, 3.291], [-5.112, -0.373, -0.814], [-4.813, -1.969, -0.125], [-3.261, 1.540, -0.093], [0.348, 6.281, 3.226], [1.027, 4.808, 1.810], [-0.956, 4.453, 1.029], [1.560, 6.259, 0.333], [-0.359, 6.962, 2.751], [1.194, 6.855, 3.603], [-0.140, 5.795, 4.072], [-1.104, 5.050, 0.129], [-1.688, 4.752, 1.780], [-1.112, 3.406, 0.765], [0.787, 7.025, 0.275], [1.659, 5.770, -0.635], [2.511, 6.726, 0.587]]}

Entry 3:
{"formula": "C18H23N2O3OsSSbSe4", "method": "the ωB97M-V functional and the def2-TZVPD basis", "total_charge": 0, "relative_energy_ev": 0.4515, "mol_weight_g_mol": 975.3, "total_energy_ev": -309388.3062, "homo_ev": [-7.47, -7.48], "homo_lumo_gap_ev": [5.33, 5.74], "e_lumo_ev": [-2.1, -1.7], "symbols": ["Os", "Se", "Sb", "Se", "Se", "Se", "C", "C", "O", "C", "C", "H", "H", "H", "H", "H", "H", "H", "H", "H", "H", "N", "C", "S", "N", "C", "C", "C", "C", "C", "C", "H", "H", "H", "H", "H", "H", "H", "H", "O", "C", "O", "C", "C", "C", "C", "C", "C", "H", "H", "H", "H", "H"], "positions_angstrom": [[1.602, 0.476, -1.380], [3.584, 4.161, -4.243], [3.390, 3.622, -1.942], [3.788, 1.013, -1.616], [0.933, 2.632, -1.601], [4.029, 5.041, -0.156], [4.494, 2.075, 2.245], [3.346, 1.116, 2.013], [2.266, 1.700, 1.300], [1.401, 2.494, 2.098], [0.004, 1.901, 2.096], [5.248, 1.597, 2.878], [4.155, 2.988, 2.737], [4.957, 2.362, 1.303], [2.976, 0.711, 2.964], [3.672, 0.269, 1.410], [1.407, 3.507, 1.692], [1.783, 2.543, 3.123], [-0.457, 1.998, 1.110], [-0.631, 2.414, 2.824], [0.048, 0.839, 2.346], [-2.062, 1.722, -2.162], [-1.967, 0.483, -1.718], [-0.571, -0.499, -1.964], [-2.992, -0.096, -1.081], [-4.322, 0.368, -0.866], [-4.625, 1.698, -0.596], [-5.950, 2.077, -0.414], [-6.967, 1.139, -0.475], [-6.653, -0.197, -0.692], [-5.337, -0.581, -0.889], [-1.278, 2.113, -2.661], [-2.934, 2.222, -2.168], [-2.827, -1.069, -0.874], [-3.845, 2.435, -0.465], [-6.181, 3.116, -0.215], [-7.999, 1.440, -0.337], [-7.433, -0.947, -0.715], [-5.092, -1.622, -1.069], [1.462, -1.092, 0.177], [1.810, -1.971, -0.676], [2.129, -1.555, -1.830], [1.864, -3.411, -0.338], [2.046, -4.356, -1.340], [2.135, -5.700, -1.007], [2.045, -6.095, 0.321], [1.863, -5.149, 1.323], [1.762, -3.805, 0.993], [2.116, -4.037, -2.371], [2.278, -6.439, -1.785], [2.119, -7.145, 0.579], [1.801, -5.455, 2.360], [1.611, -3.049, 1.753]]}

Entry 4:
{"formula": "C30H75Ca3N5O14S", "method": "the ωB97M-V functional and the def2-TZVPD basis", "total_charge": 4, "relative_energy_ev": 17.0295, "mol_weight_g_mol": 882.3, "total_energy_ev": -134547.3582, "homo_ev": -12.89, "homo_lumo_gap_ev": 1.31, "e_lumo_ev": -11.6, "symbols": ["Ca", "Ca", "Ca", "S", "O", "O", "O", "O", "C", "O", "C", "C", "N", "C", "C", "O", "C", "H", "H", "H", "H", "H", "H", "H", "H", "H", "H", "H", "H", "H", "H", "H", "C", "O", "C", "C", "N", "C", "C", "O", "C", "H", "H", "H", "H", "H", "H", "H", "H", "H", "H", "H", "H", "H", "H", "H", "C", "O", "C", "C", "N", "C", "C", "O", "C", "H", "H", "H", "H", "H", "H", "H", "H", "H", "H", "H", "H", "H", "H", "H", "C", "O", "C", "C", "N", "C", "C", "O", "C", "H", "H", "H", "H", "H", "H", "H", "H", "H", "H", "H", "H", "H", "H", "H", "C", "O", "C", "C", "N", "C", "C", "O", "C", "H", "H", "H", "H", "H", "H", "H", "H", "H", "H", "H", "H", "H", "H", "H"], "positions_angstrom": [[-3.421, -2.604, -4.141], [-2.708, 2.735, 3.182], [2.455, 2.451, -2.783], [-0.866, 0.500, -1.085], [0.537, 0.341, -0.780], [-0.760, 1.487, -2.197], [-1.515, -0.713, -1.599], [-1.580, 1.103, 0.004], [-4.996, 10.249, 0.483], [-4.678, 8.924, 0.791], [-3.514, 8.743, 1.596], [-3.615, 7.346, 2.252], [-3.254, 6.233, 1.292], [-4.130, 6.039, 0.133], [-5.508, 5.600, 0.582], [-5.313, 4.403, 1.315], [-6.545, 3.779, 1.523], [-4.914, 10.957, 1.307], [-6.021, 10.218, 0.113], [-4.360, 10.611, -0.325], [-3.495, 9.529, 2.351], [-2.632, 8.952, 0.991], [-4.593, 7.140, 2.688], [-2.871, 7.407, 3.046], [-2.390, 6.467, 0.824], [-3.710, 5.321, -0.571], [-4.188, 6.948, -0.466], [-6.141, 5.417, -0.286], [-5.930, 6.457, 1.108], [-6.497, 2.955, 2.235], [-7.042, 3.495, 0.595], [-7.250, 4.489, 1.957], [8.199, -2.213, -0.510], [7.691, -0.888, -0.445], [6.269, -0.708, -0.524], [5.931, 0.754, -0.097], [5.735, 1.806, -1.097], [6.834, 1.711, -2.054], [6.833, 2.885, -2.995], [5.647, 2.823, -3.807], [5.694, 3.862, -4.775], [7.799, -2.887, 0.248], [9.283, -2.161, -0.411], [8.075, -2.673, -1.491], [5.863, -1.364, 0.245], [5.898, -0.980, -1.512], [6.738, 1.123, 0.536], [5.054, 0.723, 0.550], [6.038, 2.580, -0.524], [6.817, 0.789, -2.635], [7.757, 1.759, -1.477], [7.681, 2.778, -3.671], [6.866, 3.804, -2.410], [4.760, 3.730, -5.323], [6.574, 3.717, -5.401], [5.778, 4.862, -4.349], [-5.889, -0.771, -2.330], [-5.398, -0.342, -3.594], [-5.302, 1.087, -3.774], [-4.673, 1.549, -5.086], [-3.296, 1.004, -5.374], [-2.870, 1.209, -6.753], [-2.758, 2.665, -7.169], [-1.722, 3.357, -6.540], [-1.696, 4.756, -6.846], [-5.220, -0.557, -1.497], [-6.011, -1.838, -2.148], [-6.808, -0.222, -2.125], [-4.649, 1.487, -2.998], [-6.233, 1.613, -3.565], [-4.596, 2.636, -5.090], [-5.410, 1.229, -5.823], [-2.703, 1.659, -4.884], [-3.488, 0.650, -7.456], [-1.898, 0.716, -6.725], [-3.727, 3.153, -7.069], [-2.611, 2.794, -8.241], [-0.847, 5.077, -6.243], [-2.580, 5.242, -6.432], [-1.559, 5.056, -7.885], [0.958, 3.070, 4.404], [0.242, 1.891, 3.993], [0.595, 0.754, 4.847], [-0.154, -0.532, 4.373], [-1.634, -0.535, 4.535], [-2.253, -1.588, 3.747], [-2.029, -2.967, 4.334], [-2.338, -2.919, 5.757], [-2.443, -4.175, 6.393], [0.658, 3.392, 5.401], [0.711, 3.864, 3.699], [2.034, 2.916, 4.485], [0.319, 1.057, 5.856], [1.682, 0.693, 4.805], [0.223, -1.375, 4.952], [0.121, -0.740, 3.339], [-1.808, -0.623, 5.526], [-1.913, -1.522, 2.713], [-3.338, -1.484, 3.752], [-0.983, -3.274, 4.345], [-2.646, -3.662, 3.764], [-1.472, -4.549, 6.717], [-3.008, -4.898, 5.804], [-2.997, -3.940, 7.302], [2.669, -12.468, -0.388], [2.624, -11.411, 0.545], [3.302, -11.543, 1.781], [3.280, -10.201, 2.558], [4.355, -9.284, 2.097], [4.423, -8.065, 2.869], [3.250, -7.123, 2.637], [3.114, -6.874, 1.209], [2.036, -6.011, 0.895], [1.942, -12.349, -1.192], [2.555, -13.422, 0.127], [3.646, -12.383, -0.864], [4.323, -11.902, 1.649], [2.735, -12.203, 2.438], [3.272, -10.377, 3.634], [2.389, -9.688, 2.197], [4.163, -8.983, 1.152], [5.282, -7.471, 2.557], [4.560, -8.246, 3.935], [3.467, -6.215, 3.199], [2.319, -7.424, 3.115], [1.079, -6.438, 1.197], [2.033, -5.722, -0.156], [2.229, -5.070, 1.410]]}